Entry from OMol25: C35H38N3Ti as an isolated structure in a non-equilibrium geometry (the ωB97M-V functional and the def2-TZVPD basis).

Element x y z (Å)
Ti -0.135 -0.529 0.536
C -1.174 0.382 -5.204
C -0.444 -0.766 -5.494
C -0.154 -1.644 -4.472
C -0.573 -1.352 -3.163
N -1.245 -0.236 -2.890
C -1.534 0.588 -3.886
C -0.286 -2.294 -2.076
C -0.371 -3.628 -2.392
C -0.013 -4.619 -1.454
C 0.596 -4.238 -0.305
C 0.762 -2.858 -0.002
N 0.099 -1.873 -0.791
C 1.626 -2.368 0.975
C 2.453 -3.176 1.813
C 3.349 -2.614 2.660
C 3.464 -1.189 2.696
C 2.630 -0.446 1.925
N 1.681 -0.958 1.096
H -1.449 1.087 -5.977
H -0.096 -0.953 -6.503
H 0.444 -2.527 -4.656
H -2.108 1.471 -3.611
H -0.778 -3.906 -3.354
H -0.163 -5.668 -1.680
H 0.981 -4.991 0.370
H 2.366 -4.253 1.756
H 3.979 -3.227 3.292
H 4.193 -0.708 3.334
H 2.708 0.634 1.949
C -0.662 0.199 3.272
C -0.928 -1.044 2.652
C -2.057 -0.859 1.783
C -2.488 0.483 1.938
C -1.637 1.122 2.847
C -1.797 2.524 3.355
C -3.685 1.123 1.308
C -2.856 -1.995 1.181
C -0.506 -2.392 3.177
C 0.375 0.475 4.320
H -0.850 2.927 3.720
H -2.508 2.564 4.188
H -2.172 3.192 2.574
H -4.499 1.230 2.032
H -4.055 0.534 0.468
H -3.446 2.124 0.939
H -2.287 -2.586 0.457
H -3.743 -1.614 0.674
H -3.200 -2.681 1.964
H -0.476 -3.152 2.395
H -1.227 -2.732 3.933
H 0.473 -2.352 3.654
H 0.961 1.367 4.077
H 1.070 -0.358 4.424
H -0.096 0.651 5.293
C 0.988 2.854 0.850
C 0.138 2.546 -0.402
C -0.883 3.677 -0.570
C -0.591 1.212 -0.228
C 1.080 2.460 -1.616
C 1.035 3.376 -2.664
C 1.913 3.293 -3.742
C 2.873 2.300 -3.789
C 2.927 1.371 -2.755
C 2.038 1.445 -1.697
H 0.330 3.128 1.675
H 1.701 3.665 0.667
H 1.530 1.958 1.140
H -1.555 3.668 0.289
H -1.486 3.528 -1.468
H -0.402 4.661 -0.617
H -1.597 1.272 -0.650
H 0.302 4.174 -2.665
H 1.838 4.014 -4.549
H 3.574 2.253 -4.614
H 3.663 0.576 -2.778
H 2.067 0.679 -0.936

Computed properties:
- HOMO (spin up / spin down): -2.41 / -2.40 eV
- Relative energy (zero: lowest compared OMol25 entry of this formula, charge and spin): 1.695 eV
- Net charge: -1
- Frontier orbital gap (spin up / spin down): 5.282 / 5.269 eV


Entry from OMol25: C35H39BEuN13O5 as an isolated structure in a non-equilibrium geometry (the ωB97M-V functional and the def2-TZVPD basis).

Element x y z (Å)
Eu 0.010 0.017 0.228
N -0.146 -2.992 -0.162
C 1.215 -3.344 0.246
C 2.168 -2.532 -0.622
O 3.052 -3.117 -1.261
N 1.898 -1.223 -0.625
C 2.579 -0.471 -1.675
C 1.497 0.229 -2.488
O 1.460 0.193 -3.708
O 0.601 0.815 -1.745
H -0.843 -3.506 0.367
H -0.272 -3.212 -1.146
H 1.478 -4.401 0.136
H 1.335 -3.064 1.297
H 3.170 -1.117 -2.325
H 3.240 0.303 -1.256
C 0.745 5.054 3.332
C 0.742 4.310 2.039
C 1.162 4.739 0.798
C 0.932 3.653 -0.060
N 0.434 2.624 0.616
N 0.309 3.039 1.904
B -0.287 2.147 3.007
N 0.740 1.065 3.425
N 1.259 0.183 2.524
C 2.183 -0.517 3.187
C 2.242 -0.109 4.524
C 1.317 0.907 4.633
C 1.017 1.747 5.831
C 3.110 -1.502 2.599
C 3.256 -2.751 3.197
C 4.174 -3.664 2.700
C 4.954 -3.332 1.603
C 4.823 -2.085 1.011
C 3.911 -1.171 1.512
N -1.640 1.546 2.552
N -2.072 1.563 1.269
C -3.374 1.313 1.307
C -3.789 1.054 2.623
C -2.651 1.206 3.382
C -2.472 1.043 4.850
C -4.204 1.425 0.097
C -3.674 1.942 -1.085
C -4.470 2.100 -2.207
C -5.818 1.761 -2.165
C -6.357 1.258 -0.989
C -5.555 1.086 0.128
C 1.157 3.695 -1.519
C 0.118 3.480 -2.417
C 0.333 3.594 -3.779
C 1.591 3.926 -4.263
C 2.631 4.148 -3.375
C 2.412 4.039 -2.008
H 1.117 6.064 3.160
H 1.391 4.576 4.068
H -0.253 5.120 3.762
H 1.539 5.709 0.532
H -0.485 2.821 3.978
H 2.912 -0.474 5.281
H 1.675 1.443 6.643
H -0.013 1.634 6.164
H 1.181 2.805 5.633
H 2.625 -3.011 4.039
H 4.264 -4.641 3.156
H 5.646 -4.054 1.189
H 5.400 -1.837 0.132
H 3.797 -0.201 1.046
H -4.767 0.786 2.979
H -3.403 0.687 5.290
H -2.198 1.984 5.329
H -1.692 0.312 5.067
H -2.626 2.215 -1.111
H -4.038 2.499 -3.116
H -6.443 1.896 -3.039
H -7.405 0.989 -0.944
H -5.979 0.673 1.034
H -0.858 3.204 -2.037
H -0.479 3.400 -4.468
H 1.762 3.994 -5.328
H 3.619 4.393 -3.743
H 3.225 4.200 -1.312
N -1.144 -0.962 -3.131
N -2.504 -1.018 -2.856
C -2.926 -1.285 -1.584
N -4.177 -1.771 -1.455
N -2.111 -1.030 -0.608
N -2.424 -1.432 0.670
O -1.454 -1.156 1.522
O -3.420 -2.126 0.994
H -0.747 -0.027 -3.173
H -0.904 -1.510 -3.943
H -3.191 -0.683 -3.520
H -4.760 -1.900 -2.259
H -4.465 -1.991 -0.504

Computed properties:
- HOMO (spin up / spin down): -3.15 / -5.03 eV
- Relative energy (zero: lowest compared OMol25 entry of this formula, charge and spin): 1.120 eV
- Multiplicity: 8
- Net charge: -1
- Frontier orbital gap (spin up / spin down): 5.560 / 7.437 eV


Entry from OMol25: C35H39Br2CsN7OS as an isolated structure (the ωB97M-V functional and the def2-TZVPD basis).

Element x y z (Å)
Cs 0.012 0.300 -0.273
C 2.882 3.657 1.361
C 1.392 3.729 1.145
C 0.511 3.530 2.200
C -0.867 3.510 2.002
C -1.809 3.165 3.122
C -1.359 3.748 0.727
C -0.502 3.963 -0.348
C -1.069 4.134 -1.733
C 0.871 3.942 -0.130
H 3.134 3.808 2.411
H 3.405 4.411 0.770
H 3.274 2.683 1.058
H 0.904 3.361 3.197
H -1.302 3.191 4.088
H -2.197 2.156 2.965
H -2.660 3.847 3.152
H -2.429 3.711 0.556
H -1.435 3.178 -2.117
H -0.319 4.516 -2.425
H -1.919 4.818 -1.726
H 1.549 4.083 -0.966
N -4.978 -0.991 -0.397
C -3.903 -0.354 0.172
S -3.329 1.078 -0.577
N -3.491 -0.948 1.284
N -2.330 -0.511 1.808
C -2.122 -0.819 3.041
C -3.122 -1.530 3.895
C -3.673 -0.882 4.995
C -4.595 -1.521 5.815
C -4.971 -2.829 5.544
C -4.425 -3.485 4.446
C -3.512 -2.839 3.628
C -0.796 -0.505 3.635
C -0.400 -1.136 4.823
C 0.862 -0.900 5.332
C 1.719 -0.047 4.648
C 1.245 0.532 3.482
N 0.025 0.333 2.994
H -5.527 -0.416 -1.013
H -5.476 -1.619 0.215
H -3.376 0.139 5.206
H -5.019 -0.998 6.663
H -5.689 -3.331 6.181
H -4.719 -4.504 4.225
H -3.107 -3.343 2.760
H -1.076 -1.815 5.325
H 1.182 -1.386 6.246
H 2.723 0.149 4.999
H 1.886 1.184 2.897
Br 4.903 -0.120 -3.105
C 3.660 -1.557 -3.089
C 3.968 -2.716 -3.802
C 3.114 -3.784 -3.802
Br 3.594 -5.341 -4.799
C 1.902 -3.744 -3.079
C 0.955 -4.791 -3.022
C -0.174 -4.652 -2.269
C -0.367 -3.459 -1.548
N 0.478 -2.459 -1.588
C 1.601 -2.569 -2.342
C 2.483 -1.395 -2.326
O 2.198 -0.368 -1.656
H 4.895 -2.769 -4.357
H 1.138 -5.701 -3.580
H -0.910 -5.444 -2.214
H -1.251 -3.319 -0.931
C 4.687 -3.314 0.276
C 3.439 -3.488 1.138
C 2.609 -4.661 0.601
C 3.832 -3.761 2.588
N 2.746 -2.196 1.077
N 1.436 -2.139 1.618
H 5.307 -4.213 0.304
H 5.274 -2.469 0.637
H 4.414 -3.120 -0.765
H 3.216 -5.569 0.592
H 2.269 -4.470 -0.419
H 1.736 -4.862 1.228
H 4.379 -4.703 2.670
H 2.946 -3.834 3.224
H 4.459 -2.950 2.963
H 2.674 -1.860 0.122
H 1.484 -1.965 2.614
H 0.918 -2.996 1.445

Computed properties:
- HOMO: -4.58 eV
- Relative energy (zero: lowest compared OMol25 entry of this formula, charge and spin): 0.139 eV
- Net charge: -1
- Frontier orbital gap: 6.593 eV


Entry from OMol25: C35H39Br2N6O11PPbS3 as an isolated structure (the ωB97M-V functional and the def2-TZVPD basis).

Element x y z (Å)
Pb -1.170 -0.987 -0.102
Br 4.636 -3.862 -3.040
C 3.038 -3.345 -2.146
C 3.059 -2.214 -1.277
C 1.951 -1.892 -0.582
N 0.855 -2.850 -0.553
C 0.656 -3.459 -1.867
C 1.821 -3.861 -2.524
C -0.673 -3.584 -2.363
C -0.949 -4.298 -3.560
C -2.236 -4.360 -4.006
Br -2.620 -5.325 -5.599
C -3.278 -3.723 -3.335
C -2.925 -3.046 -2.190
N -1.689 -2.996 -1.692
H 3.919 -1.555 -1.249
H 1.822 -0.998 0.011
H 1.768 -4.505 -3.392
H -0.159 -4.780 -4.112
H -4.294 -3.737 -3.696
H -3.678 -2.490 -1.642
C -3.733 3.634 1.022
C -3.538 2.191 0.557
S -2.765 1.107 1.783
C -1.278 2.020 2.300
C -0.568 2.985 1.349
S -0.254 2.508 -0.373
C -1.305 3.593 -1.428
C -1.896 4.871 -0.831
S -3.644 4.843 -0.326
H -3.030 3.911 1.803
H -4.727 3.771 1.449
H -2.965 2.128 -0.359
H -4.499 1.728 0.333
H -0.588 1.235 2.615
H -1.533 2.593 3.196
H 0.422 3.151 1.774
H -1.061 3.952 1.337
H -2.102 3.012 -1.884
H -0.622 3.870 -2.232
H -1.920 5.621 -1.624
H -1.273 5.289 -0.040
O -5.044 -4.979 4.799
C -4.030 -4.311 5.083
O -3.513 -4.056 6.185
C -3.317 -3.669 3.859
C -3.775 -3.916 2.571
C -3.144 -3.315 1.500
N -2.099 -2.497 1.647
C -1.637 -2.262 2.883
C -2.220 -2.829 4.004
C -0.438 -1.325 3.009
O -0.065 -0.975 4.120
O 0.096 -0.953 1.895
H -4.625 -4.573 2.442
H -3.472 -3.491 0.482
H -1.829 -2.618 4.988
O -1.601 2.871 -5.255
C -0.370 2.418 -5.191
O 0.552 2.943 -5.786
C -0.118 1.260 -4.290
C 1.123 0.668 -4.175
N 0.999 -0.324 -3.283
N -0.238 -0.417 -2.789
C -0.941 0.531 -3.388
C -2.401 0.706 -3.030
O -3.059 1.499 -3.757
O -2.827 0.097 -2.033
H -2.239 2.299 -4.667
H 2.049 0.900 -4.674
H 1.698 -0.964 -2.930
N 1.062 -4.494 1.339
C 0.967 -3.750 0.464
C 3.667 -1.589 3.963
C 3.308 -1.123 2.574
O 3.357 0.321 2.565
P 2.655 1.110 1.343
O 3.984 1.296 0.376
C 3.690 1.557 -1.001
C 3.602 3.044 -1.280
O 2.572 2.572 2.064
C 3.654 3.094 2.839
C 3.344 4.541 3.154
H 3.623 -2.678 4.004
H 2.949 -1.190 4.679
H 4.673 -1.264 4.238
H 2.298 -1.442 2.316
H 4.010 -1.503 1.827
H 2.743 1.075 -1.276
H 4.488 1.090 -1.581
H 2.786 3.484 -0.704
H 3.403 3.219 -2.340
H 4.535 3.541 -1.009
H 4.582 3.005 2.269
H 3.756 2.503 3.751
H 3.254 5.123 2.236
H 4.138 4.974 3.765
H 2.405 4.617 3.704

Computed properties:
- HOMO: -2.92 eV
- Relative energy (zero: lowest compared OMol25 entry of this formula, charge and spin): 0.961 eV
- Net charge: -2
- Frontier orbital gap: 6.349 eV


Entry from OMol25: C35H39BrF3N8O8STl as an isolated structure (the ωB97M-V functional and the def2-TZVPD basis).

Element x y z (Å)
Tl 0.284 -0.033 -0.420
C -1.874 -3.767 -0.146
C -1.489 -3.646 -1.590
C -2.236 -4.238 -2.598
C -1.776 -4.249 -3.905
C -0.530 -3.720 -4.202
C 0.238 -3.118 -3.213
C 1.642 -2.658 -3.493
C -0.288 -3.017 -1.923
N 0.431 -2.318 -0.912
C 1.425 -3.012 -0.315
O 1.621 -4.215 -0.450
C 2.355 -2.211 0.556
C 3.136 -2.718 1.582
C 3.895 -1.816 2.320
C 3.868 -0.454 2.032
C 3.064 -0.043 0.987
N 2.376 -0.918 0.278
C 2.921 1.370 0.475
O 3.743 2.210 0.818
N 1.865 1.591 -0.360
C 2.115 2.579 -1.355
C 1.442 3.809 -1.338
C 0.474 4.139 -0.239
C 1.740 4.767 -2.299
C 2.696 4.531 -3.272
C 3.367 3.320 -3.281
C 3.089 2.339 -2.339
C 3.848 1.041 -2.383
H -2.858 -4.222 -0.037
H -1.875 -2.793 0.335
H -1.137 -4.388 0.371
H -3.173 -4.722 -2.348
H -2.367 -4.713 -4.685
H -0.135 -3.796 -5.209
H 1.848 -2.650 -4.563
H 2.355 -3.333 -3.012
H 1.837 -1.666 -3.087
H 3.133 -3.779 1.781
H 4.503 -2.176 3.140
H 4.431 0.277 2.593
H -0.379 3.466 -0.271
H 0.109 5.161 -0.337
H 0.959 4.032 0.735
H 1.236 5.726 -2.259
H 2.932 5.293 -4.003
H 4.124 3.128 -4.033
H 4.229 0.852 -3.386
H 3.225 0.201 -2.081
H 4.702 1.067 -1.699
O -3.342 4.440 -4.148
C -2.682 3.584 -3.344
C -2.941 3.463 -1.981
C -2.206 2.553 -1.254
N -1.243 1.786 -1.778
C -1.031 1.924 -3.076
Br 0.304 0.804 -3.775
C -1.702 2.787 -3.916
H -4.015 4.916 -3.648
H -3.718 4.044 -1.502
H -2.415 2.408 -0.204
H -1.487 2.847 -4.972
N -0.636 1.495 1.306
C 0.101 1.343 2.556
C -0.499 2.106 3.754
C -2.024 2.026 3.950
C -2.470 0.981 4.982
N -2.148 -0.399 4.634
C -2.830 -1.156 3.779
N -4.114 -0.903 3.489
N -2.252 -2.250 3.277
C 0.281 -0.157 2.831
O 0.572 -0.527 3.979
O 0.060 -0.921 1.846
H -0.689 2.462 1.022
H -1.577 1.106 1.360
H 1.102 1.750 2.390
H -0.203 3.151 3.638
H -0.002 1.735 4.652
H -2.533 1.839 3.000
H -2.392 2.988 4.314
H -3.541 1.073 5.169
H -1.969 1.172 5.931
H -1.157 -0.633 4.729
H -4.495 -0.013 3.751
H -4.461 -1.290 2.617
H -1.239 -2.251 3.212
H -2.721 -2.701 2.502
F -5.653 1.049 -0.819
C -4.716 0.220 -1.294
F -5.316 -0.867 -1.769
F -4.095 0.833 -2.306
S -3.521 -0.232 0.047
O -4.173 -1.350 0.696
O -2.309 -0.547 -0.693
O -3.421 0.956 0.882

Computed properties:
- HOMO: -8.16 eV
- Net charge: 0
- Frontier orbital gap: 7.198 eV